Entry 1:
A 6-piece molecular cluster, C25H39F6N2O13PS overall, computed with the ωB97M-V functional and the def2-TZVPD basis.

```
87
Properties=species:S:1:pos:R:3:forces:R:3:mulliken_charge:R:1
N -3.7862 5.6852 3.1911 0.8 -0.4 -1.2 -0.46
P -2.2187 5.6690 2.4128 -0.1 1.4 -1.8 0.23
O -2.5459 5.1573 0.8104 -1.0 0.0 3.2 -0.46
N -1.1156 4.4823 3.2229 -1.4 -1.6 1.5 0.19
C -0.4193 5.2887 4.2825 1.8 0.2 0.4 -0.73
C 0.0870 4.4532 5.5441 0.1 0.6 0.2 -0.20
C 1.3018 5.2939 6.1897 -0.2 -0.7 -0.8 -1.18
C 1.3461 5.2640 7.7717 0.8 1.1 -0.2 0.82
F 0.4417 4.3859 8.3754 1.2 1.8 -1.0 -0.28
F 1.1243 6.6017 8.2155 -0.1 -2.3 -0.4 -0.32
C 2.8006 4.8723 8.3669 -0.6 -0.1 1.0 0.59
F 3.8518 5.3305 7.5895 -1.9 -1.3 1.4 -0.23
F 2.7882 3.4658 8.4810 0.9 3.0 -0.2 -0.23
F 2.9422 5.4588 9.6355 0.0 -1.6 -2.5 -0.24
S -1.9929 3.1506 3.8534 -6.1 -1.7 -1.7 1.12
O -2.8985 2.6906 2.7332 3.5 1.1 2.2 -0.61
O -2.8670 3.4569 5.0230 3.7 -0.6 -1.5 -0.58
F -1.0081 1.8157 4.1736 -1.1 2.6 -0.3 -0.16
H -3.8920 6.4477 3.8645 0.1 -0.4 -0.5 0.25
H -4.5591 5.6680 2.5152 0.3 -0.1 0.6 0.19
H -3.4372 4.7427 0.8741 0.8 -0.2 -0.6 0.30
H -1.0723 6.1604 4.5971 0.8 -1.0 0.0 0.33
H 0.5203 5.7210 3.7848 -1.5 -0.5 0.5 0.25
H 0.5358 3.4364 5.2687 -1.0 1.4 0.2 0.18
H -0.8053 4.3511 6.2474 1.5 -0.1 -0.8 0.46
H 1.2786 6.3637 5.7806 0.0 -1.4 1.2 0.35
H 2.2598 4.8412 5.7547 -1.3 0.6 0.9 0.41
O 1.4913 2.1460 2.2625 0.4 -0.1 0.6 -0.65
C 1.9698 1.0526 2.4185 -0.3 0.5 -0.5 0.30
C 1.7026 -0.1571 1.5645 -0.2 -0.3 0.4 0.10
C 2.2270 -1.2822 2.4322 -0.1 -0.6 -0.2 -0.05
C 3.3176 -0.6007 3.2235 0.3 -0.4 0.2 -0.42
O 2.8750 0.7543 3.3881 -0.3 0.4 -0.1 -0.37
H 2.2638 -0.0674 0.6342 -0.1 0.1 0.1 -0.08
H 0.6376 -0.2682 1.3637 0.1 0.3 -0.2 0.39
H 2.5807 -2.1444 1.8667 0.0 0.1 0.1 0.30
H 1.4365 -1.6238 3.1082 0.1 0.0 0.0 0.00
H 4.2735 -0.5932 2.6923 -0.1 0.0 0.0 0.27
H 3.4608 -1.0614 4.2018 0.1 0.2 0.0 0.17
O 3.0847 -3.7073 4.9623 0.2 0.3 0.6 -0.58
C 2.5593 -3.3547 5.9840 0.2 -0.5 -0.7 0.57
C 1.0759 -3.2617 6.2258 -0.2 0.4 0.2 -0.28
C 1.0102 -2.4148 7.4809 -0.5 0.2 0.1 -0.44
C 2.3125 -2.7545 8.1700 0.0 0.1 0.5 -0.46
O 3.2415 -3.0195 7.1113 0.0 0.0 -0.4 -0.36
H 0.6786 -4.2659 6.3901 0.0 0.0 -0.2 0.30
H 0.5715 -2.7807 5.3886 0.1 -0.3 -0.1 0.16
H 0.1324 -2.6111 8.0981 0.1 0.0 0.0 0.33
H 1.0002 -1.3552 7.2083 0.0 -0.1 0.1 0.20
H 2.2317 -3.6490 8.7946 0.0 0.0 0.0 0.26
H 2.6793 -1.9292 8.7815 0.2 -0.1 -0.1 0.33
O 3.4332 -1.1918 -0.8290 -0.8 -0.4 0.1 -0.62
C 2.4705 -1.6834 -1.3687 1.0 0.1 0.0 0.51
C 2.2614 -1.7919 -2.8558 -0.5 0.1 -0.1 -0.41
C 0.7831 -2.1027 -2.9487 -0.4 0.0 -0.5 0.17
C 0.5212 -2.8343 -1.6537 -0.4 -0.2 -0.1 -0.55
O 1.4301 -2.2607 -0.7026 0.6 0.3 0.0 -0.26
H 2.8743 -2.6089 -3.2430 0.1 0.1 0.0 0.27
H 2.5074 -0.8559 -3.3552 0.3 -0.2 0.1 0.33
H 0.5124 -2.6804 -3.8306 0.0 0.1 0.2 -0.24
H 0.2123 -1.1691 -2.9686 0.0 -0.1 0.0 0.26
H 0.7300 -3.9053 -1.7322 0.0 0.1 0.0 0.27
H -0.5045 -2.6987 -1.3076 0.2 0.0 0.2 0.32
O 1.2797 -2.7137 -6.0276 -0.6 -0.3 0.1 -0.58
C 0.3204 -3.2039 -6.5633 0.8 0.1 0.0 0.58
C 0.1013 -3.3169 -8.0484 -0.5 0.1 -0.2 -0.59
C -1.3793 -3.6295 -8.1290 -0.2 0.1 -0.3 -0.03
C -1.6289 -4.3575 -6.8279 -0.4 -0.3 -0.1 -0.55
O -0.7114 -3.7783 -5.8900 0.4 0.3 0.1 -0.36
H 0.7128 -4.1347 -8.4371 0.1 0.1 0.0 0.28
H 0.3437 -2.3822 -8.5526 0.3 -0.1 0.1 0.30
H -1.6576 -4.2111 -9.0076 0.0 0.0 0.1 0.27
H -1.9497 -2.6983 -8.1476 0.0 -0.2 0.0 0.08
H -1.4200 -5.4289 -6.9034 0.0 0.0 0.1 0.26
H -2.6512 -4.2217 -6.4728 0.2 0.0 0.2 0.32
O -3.5871 -0.7691 -8.9792 0.2 -0.7 -0.2 -0.55
C -3.6197 -1.3178 -10.0473 0.0 0.8 0.6 0.48
C -4.2789 -0.7871 -11.2923 -0.3 -0.3 -0.3 -0.47
C -4.3503 -2.0230 -12.1665 -0.4 0.0 -0.5 -0.52
C -3.1557 -2.8226 -11.6973 0.1 -0.3 -0.4 -0.49
O -3.0149 -2.5092 -10.3051 -0.2 0.3 0.0 -0.21
H -3.6427 -0.0144 -11.7299 -0.1 0.1 0.1 0.26
H -5.2693 -0.3909 -11.0728 0.2 0.2 0.1 0.29
H -4.3306 -1.8069 -13.2355 0.1 -0.1 0.1 0.33
H -5.2718 -2.5720 -11.9509 0.1 0.0 0.0 0.27
H -2.2348 -2.5365 -12.2138 0.0 0.0 0.0 0.29
H -3.3092 -3.8960 -11.8178 0.1 0.1 0.2 0.33
```
Positions in Å, forces in eV/Å.

Values from the calculation:
HOMO-LUMO gap ... 9.4 eV
Net charge ... 0
DFT total energy ... -3402.3887 Eh

***

Entry 2:
C29H46CoN2O6PS as an isolated structure, computed with the ωB97M-V functional and the def2-TZVPD basis.

```
86
Properties=species:S:1:pos:R:3:forces:R:3:mulliken_spin:R:1
Co 0.2296 0.2209 -0.2510 0.3 -0.2 0.0 0.98
O -0.1903 -2.6110 -0.1717 0.0 -0.4 0.1 0.00
C 0.9838 -3.0287 -0.8221 0.0 0.0 0.0 0.00
C 2.1111 -2.6525 0.1179 0.2 0.0 -0.1 0.00
N 2.2145 -1.2023 0.2566 -0.1 0.1 0.0 0.02
C 2.3488 -0.7580 1.6453 0.1 0.0 0.0 0.00
C 0.9905 -0.6136 2.3357 -0.2 0.0 -0.1 0.00
O 0.8271 -1.0422 3.4711 0.1 0.0 0.1 0.00
O 0.1156 0.0195 1.6412 0.0 0.2 0.2 -0.01
C 3.2550 -0.6194 -0.5726 0.0 0.0 0.1 0.00
C 3.0917 0.9076 -0.6815 -0.1 -0.1 -0.1 0.01
O 4.1002 1.5899 -0.8626 0.1 0.0 -0.1 0.00
O 1.8970 1.3389 -0.6164 0.1 0.1 0.4 0.00
H -0.9416 -2.5018 -0.7683 0.0 0.2 -0.1 0.00
H 0.9814 -4.1140 -0.9966 0.1 0.0 0.0 0.00
H 1.1171 -2.5241 -1.7884 0.0 0.0 0.0 0.00
H 1.8990 -3.0960 1.0930 -0.1 0.0 0.0 0.00
H 3.0620 -3.0740 -0.2399 0.0 0.0 0.0 0.00
H 3.0198 -1.4010 2.2292 -0.1 0.0 0.0 0.00
H 2.7737 0.2488 1.6261 0.1 0.0 0.1 0.00
H 4.2681 -0.8313 -0.1982 -0.1 0.0 0.0 0.00
H 3.1824 -1.0398 -1.5815 0.0 0.0 0.0 0.00
S -2.2113 -0.4403 -1.0023 0.1 0.0 -0.2 -0.01
C -1.2539 -0.2078 -2.4085 0.0 0.0 -0.1 0.00
C -1.7004 -0.2206 -3.7499 -0.1 -0.1 0.2 0.00
C -0.7961 -0.0747 -4.7703 0.1 0.0 -0.1 0.00
C 0.5644 0.1027 -4.4853 -0.1 0.0 0.0 0.00
C 0.9358 0.1606 -3.1612 0.0 0.0 -0.1 0.00
N 0.0603 0.0191 -2.1651 -0.4 0.1 -0.1 -0.01
H -2.7561 -0.3597 -3.9385 0.0 0.0 0.0 0.00
H -1.1359 -0.0940 -5.7991 0.0 0.0 0.0 0.00
H 1.3012 0.2221 -5.2662 0.0 0.0 0.0 0.00
H 1.9537 0.3617 -2.8632 0.0 0.0 0.0 0.00
O -0.6362 2.1906 -0.0770 -0.4 0.0 -0.4 0.02
P -0.8069 3.6625 -0.2152 0.4 -0.1 0.3 0.00
C -2.4323 4.0342 0.5484 -0.1 0.0 0.1 0.01
C -2.4283 3.7478 2.0584 0.0 0.0 0.0 0.00
C -2.0742 4.9804 2.8845 0.0 0.0 0.0 0.00
C -3.0076 6.1436 2.5626 0.0 0.0 0.0 0.00
C -2.9467 6.5029 1.0804 0.0 0.0 0.0 0.00
C -3.2429 5.2897 0.2034 0.0 0.0 0.0 0.00
C 0.7154 4.4003 0.4987 0.0 0.0 0.0 0.00
C 0.8473 5.9164 0.7573 0.0 0.0 0.0 0.00
C 1.8905 6.2152 1.8425 0.0 0.0 0.0 0.00
C 3.0813 5.2742 1.7075 0.0 0.0 0.0 0.00
C 2.6548 3.8215 1.9818 0.0 0.0 0.0 0.00
C 1.1580 3.6001 1.7397 -0.1 0.0 0.0 0.00
C -0.9580 4.2244 -1.9361 -0.1 0.0 -0.1 0.00
C -0.0276 3.4185 -2.8516 0.1 0.0 0.0 -0.01
C -0.0101 4.0454 -4.2397 0.0 0.0 0.0 0.00
C 0.6201 5.4503 -4.2072 0.0 0.0 0.0 0.00
C 0.5497 6.0705 -2.8080 0.0 0.1 0.0 0.00
C -0.7787 5.7510 -2.1275 0.0 0.0 -0.1 0.00
H -2.9391 3.1834 0.0695 0.0 0.0 0.0 0.00
H -1.7612 2.9109 2.2732 0.0 0.0 0.0 0.00
H -3.4336 3.4184 2.3437 0.0 0.0 0.0 0.00
H -1.0439 5.2807 2.6802 0.0 0.0 0.0 0.00
H -2.1192 4.7372 3.9483 0.0 0.0 0.0 0.00
H -2.7668 7.0160 3.1758 0.0 0.0 0.0 0.00
H -4.0337 5.8520 2.8145 0.0 0.0 0.0 0.00
H -1.9578 6.9054 0.8435 0.0 0.0 0.0 0.00
H -3.6610 7.2987 0.8529 0.0 0.0 0.0 0.00
H -3.1346 5.5466 -0.8522 0.0 0.0 0.0 0.00
H -4.2979 5.0270 0.3408 0.0 0.0 0.0 0.00
H 1.4242 4.1083 -0.2903 0.0 0.0 0.0 0.00
H -0.1074 6.3548 1.0501 0.0 0.0 0.0 0.00
H 1.1516 6.4216 -0.1614 0.0 0.0 0.0 0.00
H 1.4440 6.0928 2.8344 0.0 0.0 0.0 0.00
H 2.2012 7.2612 1.7686 0.0 0.0 0.0 0.00
H 3.8870 5.5710 2.3826 0.0 0.0 0.0 0.00
H 3.4834 5.3586 0.6931 0.0 0.0 0.0 0.00
H 2.8926 3.5505 3.0141 0.0 0.0 0.0 0.00
H 3.2145 3.1457 1.3329 0.0 0.0 0.0 0.00
H 0.5737 3.9145 2.6101 0.0 0.0 0.0 0.00
H 0.9616 2.5424 1.5881 0.0 -0.1 0.0 0.00
H -1.9833 3.9462 -2.2133 0.0 0.0 0.0 0.00
H -0.3779 2.3914 -2.8838 0.0 0.0 0.0 0.00
H 0.9878 3.3672 -2.4455 0.0 0.0 0.0 0.00
H -1.0382 4.1026 -4.6108 0.0 0.0 0.0 0.00
H 0.5317 3.4011 -4.9341 0.0 0.0 0.0 0.00
H 0.1112 6.1047 -4.9199 0.0 0.0 0.0 0.00
H 1.6637 5.3987 -4.5242 0.0 0.0 0.0 0.00
H 0.6871 7.1534 -2.8692 0.0 0.0 0.0 0.00
H 1.3704 5.6894 -2.1969 0.0 0.0 0.0 0.00
H -1.5943 6.1365 -2.7478 0.0 0.0 0.0 0.00
H -0.8508 6.2858 -1.1795 0.0 0.0 0.0 0.00
```
Positions in Å, forces in eV/Å.

Values from the calculation:
HOMO-LUMO gap (spin up / spin down) ... 7.3 / 7.2 eV
Spin multiplicity ... 2
Net charge ... -1
DFT total energy ... -3816.1213 Eh
Relative energy (zero: lowest compared OMol25 entry of this formula, charge and spin) ... 10.4 kcal/mol

***

Entry 3:
C6H3F4O3S as an isolated structure, computed with the ωB97M-V functional and the def2-TZVPD basis.

```
17
Properties=species:S:1:pos:R:3:forces:R:3:mulliken_charge:R:1
C 2.7335 -0.6267 -0.0639 2.0 0.8 0.6 0.28
C 2.7110 0.5886 -0.5758 -3.2 2.6 -1.9 0.13
C 1.5454 -1.3990 0.0897 -2.4 -0.1 0.3 0.71
C 0.8891 1.2486 -1.1728 4.1 0.2 2.9 -0.73
C 0.2940 -1.1182 -0.3717 3.0 0.2 -0.3 -0.78
C 0.0334 0.0721 -1.1997 3.3 -1.5 -2.4 0.00
O 0.4589 1.1941 1.5376 0.2 0.2 0.3 -0.49
O -0.7906 2.6325 0.1158 -2.5 0.9 -0.2 -0.67
O 1.5711 3.2188 0.5484 -1.4 -1.9 -0.2 -0.68
F 3.9219 -1.0777 0.4968 -0.9 -0.4 -0.4 -0.35
F 3.8003 1.3948 -0.7225 -1.3 -1.2 0.3 -0.27
F 1.6941 -2.4425 0.9343 0.2 -0.4 -0.2 -0.33
F 0.2450 -0.3337 -2.6688 -0.6 -0.5 0.9 -0.40
S 0.5391 2.2013 0.2490 3.3 0.6 -0.5 1.19
H -0.4560 -1.8476 -0.2898 -0.9 -0.8 0.5 0.45
H 1.1420 1.4261 2.1746 0.2 0.1 -0.1 0.32
H -0.9557 0.2877 -1.1890 -3.0 1.1 0.2 0.60
```
Positions in Å, forces in eV/Å.

Values from the calculation:
HOMO-LUMO gap ... 8.2 eV
Net charge ... -1
DFT total energy ... -1253.7139 Eh

***

Entry 4:
A 2-piece molecular cluster, C4H13N4O overall, computed with the ωB97M-V functional and the def2-TZVPD basis.

```
22
Properties=species:S:1:pos:R:3:forces:R:3:mulliken_charge:R:1
C -0.3948 -1.4824 2.4251 1.5 -2.2 -0.9 -0.96
C 0.4320 0.8679 2.0797 2.6 -1.8 -0.4 0.65
N 1.5810 1.7039 2.1472 -2.6 -0.6 -1.3 -0.49
N 0.5956 -0.4848 2.1353 0.0 2.7 0.9 -0.13
N -0.7218 1.4205 1.7587 -0.4 1.3 0.6 -0.30
H 2.3330 1.6345 2.7821 0.5 -0.8 0.8 0.22
H 1.8097 2.2343 1.3224 -0.3 0.2 0.0 0.21
H 1.5417 -0.8301 2.1849 0.2 0.3 0.0 0.24
H -1.6548 1.0015 1.8793 1.0 0.0 -0.4 0.24
H -0.6766 2.4448 1.7902 -0.4 -0.6 0.1 0.28
H -1.3743 -1.2048 2.3603 -2.5 1.6 -0.1 0.41
H -0.2684 -1.9150 3.4269 0.3 -0.1 -0.5 0.30
H -0.3416 -2.2017 1.5692 0.2 0.0 1.1 0.33
C -1.2790 -0.6943 -3.6617 0.0 0.1 -3.4 -1.24
C -0.2040 -0.6038 -2.6638 -0.1 0.1 0.1 0.65
O 0.7641 -1.3413 -2.6812 -0.7 1.1 0.9 -0.55
N -0.4952 0.4113 -1.7037 0.7 -0.1 -0.7 -0.40
H 0.3123 0.5588 -1.1002 -0.3 0.4 -0.3 0.21
H -0.9560 1.2654 -2.1023 0.8 -1.3 0.7 0.25
H -1.2522 0.0748 -4.4761 0.7 -0.2 0.7 0.32
H -2.2664 -0.6054 -3.3846 -2.1 0.6 1.8 0.42
H -1.3630 -1.6077 -4.2408 1.0 -0.4 0.2 0.35
```
Positions in Å, forces in eV/Å.

Values from the calculation:
HOMO-LUMO gap ... 9.2 eV
Net charge ... +1
DFT total energy ... -454.2407 Eh
Relative energy (zero: lowest compared OMol25 entry of this formula, charge and spin) ... 54.7 kcal/mol

***

Entry 5:
C4H8O2 as an isolated structure, computed with the ωB97M-V functional and the def2-TZVPD basis.

```
14
Properties=species:S:1:pos:R:3:forces:R:3:mulliken_charge:R:1
C -0.6050 -1.3274 0.7871 0.0 0.0 0.0 -1.25
C 0.2328 -0.0710 0.8669 0.0 0.0 0.0 0.48
C 1.1695 0.1900 -0.2710 0.2 -0.1 -0.1 -0.32
O 0.9913 -0.3436 -1.4182 -0.2 0.3 0.0 -0.45
C -0.3285 1.1619 0.2250 -0.2 0.2 0.1 -0.34
O -1.2152 1.0983 -0.6927 0.3 -0.1 -0.2 -0.45
H -1.3067 -1.3742 1.6249 0.1 0.0 -0.1 0.36
H -1.1780 -1.3334 -0.1420 0.1 0.0 0.1 0.25
H 0.0307 -2.2173 0.8049 -0.1 0.1 0.0 0.33
H 0.6908 0.1369 1.8359 -0.1 0.0 -0.2 0.37
H 2.0010 0.8908 -0.1369 -0.1 -0.1 0.0 0.39
H 0.0828 0.2942 -2.0993 0.3 -0.2 0.1 0.12
H 0.0673 2.1429 0.5091 -0.1 -0.2 -0.1 0.39
H -0.6847 0.7985 -1.8464 -0.3 0.2 0.3 0.12
```
Positions in Å, forces in eV/Å.

Values from the calculation:
HOMO-LUMO gap ... 9.4 eV
Net charge ... 0
DFT total energy ... -307.5390 Eh
Relative energy (zero: lowest compared OMol25 entry of this formula, charge and spin) ... 108.8 kcal/mol

***

Entry 6:
C6H15N as an isolated structure, computed with the ωB97M-V functional and the def2-TZVPD basis.

```
22
Properties=species:S:1:pos:R:3:forces:R:3:mulliken_charge:R:1
C -2.3658 0.1414 -0.4366 0.7 -0.5 0.2 -0.33
N -1.2065 -0.6834 -0.7501 1.1 -0.1 -0.2 -0.56
C 0.9648 -1.0729 0.3802 -5.3 0.6 -2.9 -0.77
C 1.1768 0.3209 0.0577 0.9 -1.4 0.9 0.95
C 1.4475 0.6831 -1.3891 -0.6 -1.6 -0.5 -1.26
C 2.4964 0.0276 0.8664 1.5 1.3 1.0 -1.51
C -2.5534 0.3261 1.0704 -0.8 -1.0 -0.2 -1.09
H -3.2345 -0.3334 -0.9092 -0.3 0.3 0.3 0.41
H -2.2703 1.1574 -0.8666 -0.1 0.0 -0.1 0.14
H -1.4002 -1.2197 -1.5911 0.2 -0.2 0.3 0.09
H 0.3170 -1.3355 1.2063 0.6 -0.1 0.5 0.30
H 1.1596 -1.8202 -0.3798 0.7 -0.2 0.3 0.30
H 0.3900 0.8868 0.5395 0.5 0.5 0.3 0.25
H 1.0512 1.6415 -1.7003 0.5 0.3 0.2 0.33
H 2.4504 0.4160 -1.7222 0.3 0.8 0.2 0.38
H 0.8430 -0.0346 -1.9492 -0.3 0.2 0.0 0.28
H 3.0351 0.9718 0.9896 0.3 0.0 -0.3 0.39
H 3.1281 -0.6891 0.3385 0.2 0.3 -0.2 0.41
H 2.4457 -0.3343 1.8982 -0.5 0.0 0.0 0.41
H -2.4299 -0.6424 1.5660 0.3 0.0 -0.1 0.26
H -3.5999 0.5610 1.2878 0.2 0.7 0.1 0.37
H -1.8449 1.0320 1.4937 -0.1 0.2 0.1 0.23
```
Positions in Å, forces in eV/Å.

Values from the calculation:
HOMO-LUMO gap ... 6.0 eV
Net charge ... 0
DFT total energy ... -292.1376 Eh
Relative energy (zero: lowest compared OMol25 entry of this formula, charge and spin) ... 145.2 kcal/mol

***

Entry 7:
The molecule C2H7N, computed with the ωB97M-V functional and the def2-TZVPD basis.

```
10
Properties=species:S:1:pos:R:3:forces:R:3:mulliken_charge:R:1
C -0.5994 -0.8032 0.2580 -0.4 -0.6 0.0 -0.98
C 0.6639 0.0330 0.2258 -0.4 0.5 -0.9 -0.29
N 0.4198 1.2188 -0.6543 1.1 0.3 1.7 -0.60
H -1.4662 -0.1860 0.5487 0.3 -0.2 0.0 0.29
H -0.4721 -1.6058 0.9883 -0.3 -0.2 -0.1 0.30
H -0.8494 -1.2486 -0.7379 0.4 0.3 0.7 0.28
H 1.5003 -0.5663 -0.1844 -0.3 0.4 0.1 0.25
H 0.9677 0.3264 1.2482 -0.2 0.2 -0.6 0.29
H 0.0069 0.9122 -1.5068 -0.5 0.0 -0.5 0.23
H -0.1714 1.9195 -0.1857 0.3 -0.7 -0.5 0.23
```
Positions in Å, forces in eV/Å.

Values from the calculation:
HOMO-LUMO gap ... 10.3 eV
Net charge ... 0
DFT total energy ... -135.1399 Eh
Relative energy (zero: lowest compared OMol25 entry of this formula, charge and spin) ... 3.2 kcal/mol